Entry 1:
DFT (the ωB97M-V functional and the def2-TZVPD basis) results for 2 unconnected molecules or ions with the total composition C9H16N4O in a non-equilibrium geometry.

Values from the calculation:
calculated total energy = -17579.78833 eV
LUMO level (spin up / spin down) = -9.0 / -8.8 eV
max |F| = 0.095 Eh/bohr
HOMO-LUMO gap (spin up / spin down) = 7.050 / 7.189 eV
total charge = +2

Positions of all 30 atoms, in Å:
C: 0.419 -1.223 -1.497
C: -0.020 -2.234 -2.438
C: -0.676 -1.008 -0.647
C: -1.763 -1.816 -1.142
C: 0.248 0.778 0.697
C: -3.008 -2.105 -0.596
C: -3.643 -1.476 0.563
C: 2.555 2.750 -0.082
C: 3.242 0.727 0.909
N: -1.279 -2.551 -2.256
N: -0.728 -0.113 0.315
N: 0.052 1.666 1.666
N: 2.568 1.346 -0.105
O: -3.670 -3.012 -1.322
H: 1.430 -0.839 -1.345
H: 0.594 -2.712 -3.159
H: -4.451 -2.063 0.863
H: -4.029 -0.473 0.246
H: -3.022 -1.502 1.396
H: 1.664 3.223 -0.631
H: 2.788 3.269 0.788
H: 3.274 3.101 -0.816
H: 3.130 -0.348 0.906
H: 4.319 0.958 0.596
H: 3.105 1.088 1.941
H: -1.896 -3.287 -2.683
H: -1.653 -0.047 0.694
H: -0.730 1.994 2.309
H: 0.892 2.155 1.861
H: -4.469 -3.473 -0.920

Results of the Mulliken charge analysis, in e, for atoms 1 through 4:
1. C -0.65
2. C -0.63
3. C 1.26
4. C -0.76

Entry 2:
DFT (the ωB97M-V functional and the def2-TZVPD basis) results for a gas-phase ion, C9H16N5 (charge +1) in a non-equilibrium geometry.

Values from the calculation:
calculated total energy = -17030.52392 eV
LUMO level = -2.8 eV
max |F| = 0.095 Eh/bohr
HOMO-LUMO gap = 8.853 eV
total charge = +1

Positions of all 30 atoms, in Å:
C: -0.616 -0.188 -0.474
C: 0.826 -0.296 -0.410
C: -1.377 -0.551 0.562
C: 2.112 1.788 0.135
C: -1.191 0.647 -1.580
C: -2.508 1.041 -0.920
C: 0.816 -2.675 0.133
C: 2.948 -1.357 0.131
C: -3.381 0.653 1.429
N: 1.421 0.862 -0.651
N: 0.970 2.275 -0.157
N: 3.278 1.809 0.712
N: 1.504 -1.358 -0.052
N: -2.710 0.044 0.239
H: -0.639 1.597 -1.872
H: -1.446 0.103 -2.465
H: -2.306 1.970 -0.369
H: -3.432 1.173 -1.576
H: 1.258 -3.156 0.899
H: -0.284 -2.587 -0.065
H: 1.246 -3.269 -0.674
H: 3.475 -0.708 -0.541
H: 3.155 -1.033 1.173
H: 3.354 -2.278 -0.205
H: -4.032 1.447 1.182
H: -4.092 -0.007 1.993
H: -2.570 1.034 2.041
H: 3.786 1.008 0.508
H: 3.723 2.711 1.050
H: -3.288 -0.697 -0.176

Results of the Mulliken charge analysis, in e, for atoms 1 through 4:
1. C 0.33
2. C 1.26
3. C -1.54
4. C 0.63

Entry 3:
DFT (the ωB97M-V functional and the def2-TZVPD basis) results for a gas-phase ion, C9H16NO2 (charge +1) in a non-equilibrium geometry.

Values from the calculation:
calculated total energy = -15164.91436 eV
LUMO level (spin up / spin down) = -2.5 / -6.3 eV
max |F| = 0.149 Eh/bohr
multiplicity = 3
HOMO-LUMO gap (spin up / spin down) = 7.100 / 8.148 eV
total charge = +1

Positions of all 28 atoms, in Å:
C: 0.918 -2.132 -1.549
C: 2.790 -0.750 -2.482
C: 0.099 -1.642 -0.504
C: -0.371 -0.405 0.146
C: -1.418 -0.211 0.934
C: -2.043 1.100 1.381
C: -2.247 -1.357 1.374
C: 0.095 1.949 -0.773
C: 1.348 1.086 1.148
N: 0.612 0.747 -0.153
O: 1.940 -1.750 -2.402
O: 2.779 0.231 -1.838
H: 0.824 -3.282 -1.543
H: 3.495 -1.001 -3.269
H: -0.377 -2.490 0.025
H: -2.796 0.921 2.025
H: -2.623 1.630 0.553
H: -1.323 1.797 1.826
H: -1.867 -2.314 1.227
H: -3.204 -1.306 0.858
H: -2.481 -1.331 2.412
H: -0.701 1.658 -1.478
H: -0.173 2.669 0.027
H: 0.779 2.463 -1.538
H: 2.206 1.683 0.670
H: 0.688 1.645 1.964
H: 1.695 0.164 1.563
H: 1.353 0.230 -0.605

Results of the Mulliken charge analysis, in e, for atoms 1 through 4:
1. C -0.57
2. C 0.15
3. C -0.10
4. C 0.30

Entry 4:
DFT (the ωB97M-V functional and the def2-TZVPD basis) results for 2 unconnected molecules or ions with the total composition C9H16NO4 in a non-equilibrium geometry.

Values from the calculation:
calculated total energy = -19271.41169 eV
LUMO level = 3.3 eV
max |F| = 0.070 Eh/bohr
HOMO-LUMO gap = 8.040 eV
total charge = -1

Positions of all 30 atoms, in Å:
C: 2.491 1.489 -0.063
C: 2.619 -1.192 -1.040
C: 0.146 0.979 -2.049
C: -2.069 0.148 -1.209
C: 2.582 -0.537 1.585
C: -0.348 -1.304 1.045
C: -0.648 0.958 1.127
C: -0.511 -0.039 -1.130
C: 2.458 0.066 0.137
N: -0.002 -0.117 0.339
O: 2.050 2.585 -0.018
O: 2.931 -0.802 -2.139
O: 3.707 0.964 -0.175
O: 2.392 -2.291 -0.559
H: -0.649 1.187 -2.853
H: 0.353 1.906 -1.532
H: 1.081 0.587 -2.525
H: -2.383 1.157 -1.305
H: -2.469 -0.449 -0.329
H: -2.425 -0.469 -2.029
H: 2.459 -1.619 1.544
H: 1.841 -0.039 2.366
H: 3.655 -0.466 1.888
H: -1.433 -1.537 0.976
H: 0.229 -2.114 0.659
H: -0.140 -1.059 2.031
H: -0.586 1.825 0.443
H: -1.762 0.645 1.134
H: -0.116 1.099 2.043
H: -0.355 -1.006 -1.505

Results of the Mulliken charge analysis, in e, for atoms 1 through 4:
1. C 0.08
2. C 0.38
3. C -1.35
4. C -1.58

Entry 5:
DFT (the ωB97M-V functional and the def2-TZVPD basis) results for a single C9H16O2 molecule in a non-equilibrium geometry.

Values from the calculation:
calculated total energy = -13685.44622 eV
LUMO level = 0.5 eV
max |F| = 0.086 Eh/bohr
SMILES = CCCCC(=O)/C=C(/C)OC
HOMO-LUMO gap = 9.471 eV
total charge = 0

Positions of all 27 atoms, in Å:
C: -1.450 -2.595 0.289
C: -0.864 -2.365 1.701
C: -0.293 -0.934 1.830
C: 0.952 -0.886 0.917
C: 1.810 0.460 0.992
O: 2.718 0.363 1.840
C: 1.829 1.577 0.022
C: 0.764 1.905 -0.844
C: 0.835 2.942 -1.846
O: -0.451 1.305 -0.605
C: -1.275 0.944 -1.729
H: -1.956 -3.570 0.282
H: -0.624 -2.532 -0.394
H: -2.048 -1.705 -0.044
H: -1.642 -2.388 2.443
H: -0.078 -3.122 2.065
H: -0.989 -0.143 1.501
H: -0.258 -0.760 2.930
H: 0.719 -1.063 -0.116
H: 1.598 -1.699 1.161
H: 2.706 2.198 -0.058
H: 1.757 3.463 -1.619
H: 0.768 2.473 -2.815
H: 0.010 3.650 -1.753
H: -0.934 0.113 -2.332
H: -1.347 1.695 -2.481
H: -2.258 0.674 -1.337

Results of the Mulliken charge analysis, in e, for atoms 1 through 4:
1. C -0.89
2. C -0.56
3. C -0.27
4. C -0.68

Entry 6:
DFT (the ωB97M-V functional and the def2-TZVPD basis) results for a molecular structure, C9H17BrNOPYb in a non-equilibrium geometry.

Values from the calculation:
calculated total energy = -123997.16900 eV
LUMO level (spin up / spin down) = -4.3 / -4.3 eV
max |F| = 0.135 Eh/bohr
multiplicity = 2
HOMO-LUMO gap (spin up / spin down) = 7.542 / 7.544 eV
total charge = +1

Positions of all 31 atoms, in Å:
Yb: 0.346 0.208 0.202
H: 1.290 -1.652 0.616
H: 1.278 -1.733 -0.127
P: 0.510 -0.063 -2.528
C: -1.052 -0.478 -3.317
H: -0.882 -0.355 -4.388
H: -1.319 -1.512 -3.073
H: -1.842 0.193 -2.960
C: 0.920 1.627 -3.018
H: 1.881 1.928 -2.576
H: 0.979 1.617 -4.110
H: 0.146 2.325 -2.677
C: 1.792 -1.133 -3.206
H: 1.540 -2.176 -2.981
H: 1.791 -0.943 -4.280
H: 2.757 -0.882 -2.750
C: -1.594 -1.074 0.010
O: -2.682 -1.448 0.191
H: 2.139 0.729 -0.119
H: -0.495 1.961 -0.336
Br: -0.937 -2.341 5.434
C: -0.760 -0.817 4.347
C: -0.991 0.464 4.843
C: -0.851 1.577 4.012
C: -0.473 1.387 2.695
N: -0.243 0.132 2.281
C: -0.396 -0.983 3.013
H: -1.275 0.580 5.882
H: -1.018 2.584 4.367
H: -0.354 2.228 1.999
H: -0.204 -1.950 2.552

Results of the Mulliken charge analysis, in e, for atoms 1 through 4:
1. Yb -0.30
2. H -0.03
3. H 0.29
4. P 0.81